# 1
{
  "formula": "C54H89AsN5PS2SiTi",
  "method": "ωB97M-V/def2-TZVPD",
  "species": ["Ti", "N", "C", "C", "N", "C", "C", "N", "H", "H", "H", "H", "H", "H", "H", "H", "H", "H", "H", "H", "H", "S", "C", "C", "C", "C", "C", "C", "As", "C", "C", "C", "C", "C", "C", "C", "C", "C", "C", "C", "C", "H", "H", "H", "H", "H", "H", "H", "H", "H", "H", "H", "H", "H", "H", "C", "Si", "C", "C", "C", "C", "H", "H", "H", "H", "H", "H", "H", "H", "H", "C", "C", "C", "C", "N", "C", "S", "N", "C", "C", "C", "C", "H", "H", "H", "H", "H", "H", "H", "H", "H", "H", "H", "H", "H", "H", "H", "H", "H", "H", "H", "H", "C", "C", "C", "C", "C", "C", "P", "C", "C", "C", "C", "C", "C", "C", "C", "C", "C", "C", "C", "H", "H", "H", "H", "H", "H", "H", "H", "H", "H", "H", "H", "H", "H", "H", "H", "H", "H", "H", "H", "H", "H", "H", "H", "H", "H", "H", "H", "H", "H", "H", "H", "H"],
  "coordinates": [[0.0011, -0.4897, 0.4591], [1.7256, 0.8945, 0.5962], [1.3938, 1.9438, -0.3773], [1.0522, 1.2709, -1.7060], [-0.0634, 0.3356, -1.5234], [-0.1309, -0.7767, -2.4720], [1.0220, -1.7627, -2.2200], [1.2977, -1.9090, -0.7812], [2.6221, 0.4569, 0.3626], [1.7793, 1.2707, 1.5384], [0.5193, 2.4794, 0.0034], [2.2118, 2.6627, -0.5297], [0.8271, 2.0234, -2.4732], [1.9252, 0.7037, -2.0427], [-0.9493, 0.8625, -1.5084], [-1.0861, -1.2817, -2.3072], [-0.0977, -0.4306, -3.5166], [0.7646, -2.7238, -2.6745], [1.9318, -1.4092, -2.7135], [0.8958, -2.7740, -0.4217], [2.3030, -1.9277, -0.5998], [-1.6031, -2.3718, 0.3683], [-2.0982, -2.5419, 2.0611], [-3.4190, -2.8654, 2.3700], [-3.8203, -3.0384, 3.6837], [-2.9090, -2.8980, 4.7210], [-1.5921, -2.5723, 4.4295], [-1.1846, -2.3958, 3.1149], [0.6095, -1.8304, 2.6214], [1.4147, -1.4821, 4.3557], [1.5122, -0.1519, 4.7468], [2.0749, 0.1856, 5.9693], [2.5608, -0.8114, 6.8014], [2.4771, -2.1414, 6.4123], [1.9054, -2.4779, 5.1944], [1.4586, -3.5432, 2.2077], [2.8403, -3.5593, 2.0270], [3.4854, -4.7111, 1.6067], [2.7497, -5.8617, 1.3551], [1.3747, -5.8534, 1.5327], [0.7288, -4.6988, 1.9550], [-4.1293, -2.9706, 1.5590], [-4.8525, -3.2837, 3.8995], [-3.2190, -3.0367, 5.7478], [-0.8790, -2.4484, 5.2372], [1.1235, 0.6190, 4.0887], [2.1319, 1.2233, 6.2702], [3.0063, -0.5540, 7.7533], [2.8597, -2.9201, 7.0593], [1.8387, -3.5180, 4.8961], [3.4206, -2.6614, 2.2186], [4.5597, -4.7102, 1.4746], [3.2487, -6.7621, 1.0239], [0.7979, -6.7482, 1.3375], [-0.3476, -4.6942, 2.0796], [-1.9872, 1.7510, 5.4558], [-1.2921, 2.7834, 4.0513], [-2.3673, 4.3107, 3.8774], [0.4330, 3.4116, 4.4793], [-1.1934, 1.7640, 2.5515], [-1.0272, 0.9447, 1.6473], [-1.8881, 2.2455, 6.4226], [-1.4940, 0.7833, 5.5132], [-3.0463, 1.5595, 5.2813], [-2.3660, 4.8742, 4.8123], [-3.4003, 4.0542, 3.6438], [-1.9975, 4.9676, 3.0903], [0.4245, 3.9766, 5.4129], [0.7931, 4.0762, 3.6923], [1.1601, 2.6067, 4.5861], [8.7177, -3.4170, -1.8555], [7.3507, -2.7655, -1.6952], [6.3444, -3.3050, -2.7064], [4.9312, -2.7654, -2.5260], [4.8616, -1.3178, -2.6979], [4.9205, -0.4348, -1.6693], [4.5756, -0.8558, -0.0722], [5.2359, 0.8537, -1.9648], [5.3237, 1.4497, -3.2878], [3.9669, 1.6824, -3.9508], [4.0865, 2.4423, -5.2709], [4.3713, 3.9281, -5.0830], [9.4353, -3.0102, -1.1448], [9.1136, -3.2577, -2.8598], [8.6573, -4.4926, -1.6895], [7.4510, -1.6826, -1.8113], [6.9707, -2.9333, -0.6849], [6.2948, -4.3941, -2.6242], [6.6915, -3.0839, -3.7222], [4.5516, -2.9916, -1.5290], [4.2554, -3.2147, -3.2574], [5.2706, -0.9966, -3.5642], [5.0850, 1.4832, -1.1915], [5.9606, 0.8309, -3.9275], [5.8539, 2.3944, -3.1664], [3.3322, 2.2434, -3.2593], [3.4793, 0.7190, -4.1169], [3.1587, 2.3231, -5.8331], [4.8779, 1.9904, -5.8771], [3.5937, 4.3949, -4.4776], [4.4042, 4.4443, -6.0406], [5.3267, 4.1013, -4.5888], [-5.8829, 5.1189, 0.5664], [-4.4077, 5.5227, 0.6736], [-3.4715, 4.3701, 0.2732], [-4.1672, 3.4367, -0.7255], [-5.2894, 2.7109, 0.0321], [-6.0531, 3.6615, 0.9788], [-2.9165, 2.2748, -1.4465], [-3.8643, 0.9259, -2.3110], [-5.0287, 1.3020, -3.2483], [-5.9917, 0.1227, -3.4587], [-5.2145, -1.1890, -3.4589], [-4.6425, -1.4612, -2.0600], [-4.3146, -0.1573, -1.3198], [-2.2187, 3.2276, -2.9082], [-1.1988, 4.2689, -2.4253], [-0.2947, 4.7413, -3.5708], [-1.0718, 4.8660, -4.8914], [-2.5497, 5.1118, -4.6113], [-3.1699, 3.8820, -3.9332], [-6.2433, 5.2509, -0.4577], [-6.4943, 5.7675, 1.1965], [-4.1925, 5.8188, 1.7027], [-4.2166, 6.3983, 0.0481], [-3.1861, 3.7699, 1.1393], [-2.5413, 4.7699, -0.1300], [-4.5964, 4.0471, -1.5274], [-4.8455, 1.9050, 0.6217], [-5.9851, 2.2551, -0.6741], [-5.6822, 3.5432, 1.9994], [-7.1105, 3.3904, 0.9982], [-3.0695, 0.4659, -2.9205], [-4.6319, 1.6005, -4.2201], [-5.5748, 2.1621, -2.8570], [-6.5345, 0.2544, -4.3971], [-6.7398, 0.0956, -2.6627], [-4.4045, -1.1142, -4.1912], [-5.8466, -2.0180, -3.7813], [-3.7477, -2.0843, -2.1195], [-5.3700, -2.0264, -1.4739], [-3.5421, -0.3418, -0.5685], [-5.1996, 0.1877, -0.7866], [-1.6474, 2.4428, -3.4277], [-0.5959, 3.8667, -1.6075], [-1.7373, 5.1257, -2.0171], [0.5386, 4.0439, -3.6978], [0.1452, 5.7054, -3.3050], [-0.9780, 3.9437, -5.4718], [-0.6524, 5.6657, -5.5036], [-3.0855, 5.3233, -5.5388], [-2.6583, 5.9970, -3.9800], [-3.4111, 3.1546, -4.7098], [-4.1149, 4.1629, -3.4665]],
  "mulliken_charge": [0.255, 0.056, -1.056, 0.839, 1.949, -0.334, -0.902, 0.195, -0.258, 0.219, 0.248, 0.406, -0.499, -0.597, -1.247, 0.027, 0.485, 0.440, -0.024, 0.268, -0.423, -0.570, 0.803, -0.835, -0.660, -0.893, -0.385, -0.201, 1.823, -0.195, 0.213, -0.365, -0.627, -0.736, -0.486, -0.340, 0.003, -0.856, -0.527, -0.752, -0.163, 0.490, 0.390, 0.376, 0.371, -0.619, 0.421, 0.385, 0.396, 0.463, 0.493, 0.452, 0.383, 0.400, 0.366, -0.916, -0.151, -0.936, -0.858, 0.114, 0.349, 0.356, 0.188, 0.300, 0.475, 0.139, 0.231, 0.297, 0.310, 0.186, -1.473, 0.175, -0.880, -0.741, 0.124, 0.128, -0.365, -0.048, -1.508, 0.909, -0.713, -1.205, 0.402, 0.334, 0.345, 0.180, 0.191, 0.427, 0.340, 0.328, 0.311, 0.263, 0.326, 0.211, 0.593, -0.238, 0.181, 0.336, 0.398, 0.236, 0.417, 0.329, -0.816, -0.890, -0.536, 0.797, -0.800, -0.838, 0.399, 0.637, -0.579, -0.987, -0.773, -0.574, -0.633, 0.571, -1.191, -0.526, -0.791, -1.082, -0.664, 0.262, 0.493, 0.390, 0.313, -0.141, 0.307, 0.540, 0.232, 0.193, 0.267, 0.455, 0.487, 0.114, 0.059, 0.533, 0.359, 0.253, 0.508, -0.015, 0.533, -0.272, 0.350, 0.435, 0.163, 0.639, -0.195, 0.497, 0.312, 0.501, 0.539, 0.387, 0.237, 0.080],
  "total_charge": 0,
  "s_squared": 2.008,
  "de_lowest_kj_mol": 6.03,
  "multiplicity": 3,
  "molar_mass_g_mol": 1054.324
}



# 2
{
  "formula": "C54H90F27N3O24",
  "method": "ωB97M-V/def2-TZVPD",
  "species": ["C", "C", "O", "C", "O", "C", "F", "F", "F", "H", "H", "H", "H", "H", "C", "C", "O", "C", "O", "C", "F", "F", "F", "H", "H", "H", "H", "H", "C", "C", "O", "C", "O", "C", "F", "F", "F", "H", "H", "H", "H", "H", "C", "C", "O", "C", "O", "C", "F", "F", "F", "H", "H", "H", "H", "H", "C", "C", "O", "C", "O", "C", "F", "F", "F", "H", "H", "H", "H", "H", "C", "C", "O", "C", "O", "C", "F", "F", "F", "H", "H", "H", "H", "H", "C", "C", "O", "C", "O", "C", "F", "F", "F", "H", "H", "H", "H", "H", "C", "C", "O", "C", "O", "C", "F", "F", "F", "H", "H", "H", "H", "H", "C", "C", "O", "C", "O", "C", "F", "F", "F", "H", "H", "H", "H", "H", "C", "O", "C", "C", "N", "C", "C", "O", "C", "H", "H", "H", "H", "H", "H", "H", "H", "H", "H", "H", "H", "H", "H", "H", "C", "O", "C", "C", "N", "C", "C", "O", "C", "H", "H", "H", "H", "H", "H", "H", "H", "H", "H", "H", "H", "H", "H", "H", "C", "O", "C", "C", "N", "C", "C", "O", "C", "H", "H", "H", "H", "H", "H", "H", "H", "H", "H", "H", "H", "H", "H", "H"],
  "coordinates": [[-30.4364, -19.2214, 3.6668], [-29.0718, -18.9263, 4.2502], [-28.8049, -19.8206, 5.3834], [-27.6531, -19.7847, 6.0085], [-26.6783, -19.0655, 5.6817], [-27.6160, -20.5996, 7.3366], [-26.8752, -20.0525, 8.2960], [-28.8819, -20.7976, 7.7980], [-27.0912, -21.7745, 7.1464], [-31.2566, -18.9599, 4.3366], [-30.4979, -20.3018, 3.5145], [-30.5568, -18.6284, 2.7567], [-28.9892, -17.9079, 4.6017], [-28.2506, -19.0999, 3.5797], [-24.2382, -16.8492, 7.5196], [-23.4279, -17.6574, 8.4768], [-22.5998, -16.6909, 9.2134], [-21.9381, -17.1963, 10.2386], [-22.0083, -18.3165, 10.7606], [-20.9036, -16.2070, 10.8410], [-20.9846, -16.2498, 12.2135], [-19.6638, -16.5561, 10.3625], [-21.1171, -14.9525, 10.3992], [-24.7567, -17.4397, 6.7599], [-23.5053, -16.2815, 6.9622], [-24.9013, -16.2493, 8.1182], [-22.7504, -18.3078, 7.9460], [-24.0225, -18.1293, 9.2570], [-23.0152, -12.2752, 9.3020], [-22.7845, -12.2735, 7.7573], [-21.8935, -13.4011, 7.4453], [-20.6010, -13.2802, 7.2893], [-19.9172, -12.2870, 7.4527], [-19.9953, -14.7087, 6.9418], [-20.7108, -15.7095, 7.3692], [-19.8241, -14.6777, 5.6356], [-18.7892, -14.7287, 7.4996], [-23.5046, -13.1896, 9.5621], [-23.7952, -11.5342, 9.4808], [-22.1107, -12.0460, 9.8492], [-22.3354, -11.3313, 7.4915], [-23.6451, -12.4712, 7.1258], [-25.4188, -15.1840, 11.2775], [-25.5135, -16.5858, 11.8653], [-26.9051, -17.0488, 11.7822], [-27.2922, -17.4019, 10.5428], [-26.6285, -17.2937, 9.5355], [-28.7939, -17.9496, 10.5565], [-28.6588, -19.2743, 10.7559], [-29.5443, -17.3000, 11.4720], [-29.3016, -17.7300, 9.3576], [-26.1556, -14.5945, 11.8236], [-25.5036, -15.1164, 10.1945], [-24.4875, -14.6842, 11.5897], [-25.3575, -16.6074, 12.9311], [-24.9196, -17.3129, 11.3326], [-29.6217, -8.2189, 9.5716], [-29.1704, -9.6654, 9.4059], [-28.9531, -10.0642, 8.0445], [-30.0343, -10.2161, 7.2604], [-31.2035, -10.3533, 7.6914], [-29.6718, -10.5514, 5.7360], [-29.9944, -11.8116, 5.5050], [-30.4185, -9.8352, 4.9169], [-28.4068, -10.2818, 5.5153], [-30.3694, -7.9179, 8.8178], [-28.8169, -7.4859, 9.5645], [-30.0051, -8.1582, 10.5929], [-29.9842, -10.2903, 9.7222], [-28.3102, -10.0058, 9.9630], [-34.3176, -13.6319, 7.5912], [-32.9623, -13.0219, 7.3697], [-32.1553, -13.7981, 6.4316], [-31.4819, -14.8200, 6.8587], [-31.4577, -15.2128, 8.0510], [-30.6458, -15.5687, 5.8111], [-29.4372, -15.8515, 6.2289], [-31.2564, -16.7286, 5.4587], [-30.5040, -14.7838, 4.7183], [-34.1763, -14.5906, 8.0728], [-34.8894, -13.6241, 6.6565], [-34.9100, -13.0564, 8.3180], [-32.4170, -12.9262, 8.3031], [-32.9524, -12.0594, 6.8632], [-27.8541, -13.9499, 8.4269], [-26.8976, -13.4202, 7.3448], [-27.0411, -14.3886, 6.2675], [-26.5293, -14.0971, 5.0832], [-25.9324, -13.0080, 4.8409], [-26.6024, -15.1565, 3.9253], [-27.0555, -14.5190, 2.8142], [-25.3891, -15.6349, 3.6785], [-27.4363, -16.1408, 4.2803], [-27.7191, -13.3559, 9.3412], [-27.5503, -14.9270, 8.7703], [-28.8920, -13.8181, 8.1723], [-25.8469, -13.3660, 7.7063], [-27.0722, -12.4291, 6.9145], [-29.8745, -12.8089, 11.3329], [-29.7964, -14.2860, 11.8007], [-29.9091, -14.5259, 13.2482], [-28.8870, -14.1409, 14.0213], [-27.7473, -13.8808, 13.6392], [-29.1543, -14.3118, 15.5555], [-29.3968, -13.1215, 16.1196], [-30.1223, -15.2154, 15.7719], [-28.0990, -14.7972, 16.2155], [-29.1262, -12.1836, 11.8135], [-30.8721, -12.3823, 11.4650], [-29.6600, -12.8457, 10.2635], [-28.8640, -14.7411, 11.4745], [-30.5718, -14.9245, 11.3963], [-22.1166, -14.8750, 2.8559], [-21.6261, -13.5490, 2.3879], [-22.4356, -13.0401, 1.2454], [-22.2358, -11.8405, 0.8012], [-21.3131, -11.0473, 1.2053], [-23.2603, -11.4507, -0.3232], [-24.5010, -11.3413, 0.2219], [-22.9129, -10.2844, -0.8197], [-23.2458, -12.3038, -1.3546], [-22.0558, -15.5758, 2.0261], [-23.1296, -14.7441, 3.2240], [-21.4817, -15.2422, 3.6651], [-20.6036, -13.6438, 2.0254], [-21.6594, -12.8593, 3.2123], [-21.6107, -9.3013, 5.8643], [-22.9359, -9.6330, 5.4616], [-23.1048, -10.5610, 4.3984], [-24.5043, -10.4111, 3.7794], [-24.7365, -9.0544, 3.3191], [-25.9867, -8.8495, 2.6406], [-26.1178, -7.3604, 2.2394], [-25.9047, -6.5925, 3.3956], [-26.1119, -5.2245, 3.1739], [-21.1062, -8.5576, 5.2145], [-20.9198, -10.1415, 5.9624], [-21.7247, -8.7720, 6.7910], [-23.0038, -11.6074, 4.7053], [-22.3680, -10.3422, 3.6008], [-25.1643, -10.7565, 4.5582], [-24.4958, -11.1124, 2.9204], [-24.6808, -8.4502, 4.1355], [-26.9083, -9.0856, 3.1476], [-25.9505, -9.4652, 1.7357], [-27.1208, -7.2068, 1.8512], [-25.4610, -7.1060, 1.3994], [-25.9549, -4.7201, 4.1248], [-27.0817, -4.9690, 2.7504], [-25.3843, -4.7924, 2.4954], [-28.0951, -17.2519, -1.4534], [-29.4139, -17.4544, -0.9812], [-29.5476, -17.3210, 0.4098], [-29.5802, -15.8829, 0.9209], [-30.6232, -15.1012, 0.2181], [-31.0801, -13.9395, 0.8930], [-30.1509, -12.7527, 0.8301], [-29.2772, -12.8459, 1.8980], [-28.2206, -11.8964, 1.8562], [-27.3353, -17.9271, -1.0189], [-27.7236, -16.2446, -1.2179], [-28.1383, -17.3795, -2.5299], [-28.7918, -17.8715, 0.9946], [-30.4983, -17.8075, 0.6161], [-28.6295, -15.3879, 0.7396], [-29.8002, -15.9351, 2.0044], [-31.3467, -15.6810, -0.1627], [-31.2942, -14.0109, 1.9731], [-32.0195, -13.6733, 0.4334], [-30.7020, -11.7958, 0.9589], [-29.6960, -12.6726, -0.1596], [-27.5795, -11.9758, 0.9734], [-27.6046, -12.0514, 2.7338], [-28.6189, -10.8830, 1.8644], [-21.2624, -21.4991, 0.3948], [-21.7481, -20.3560, -0.2147], [-20.8170, -19.2938, -0.0693], [-21.3822, -18.1057, -0.7598], [-22.6152, -17.6322, -0.2549], [-23.1605, -16.4479, -0.8499], [-24.5027, -16.0624, -0.1939], [-25.0157, -14.9433, -0.8693], [-25.8250, -14.1375, -0.0711], [-21.9138, -22.3018, 0.1079], [-21.1630, -21.3890, 1.5139], [-20.2422, -21.6915, 0.0009], [-19.8197, -19.5055, -0.4673], [-20.6508, -19.0522, 0.9839], [-21.4261, -18.3296, -1.8386], [-20.7180, -17.2522, -0.5949], [-23.3168, -18.3731, -0.3996], [-23.4257, -16.6026, -1.9008], [-22.4659, -15.6399, -0.6476], [-24.3188, -15.8332, 0.8443], [-25.1724, -16.8887, -0.0989], [-26.1186, -13.2444, -0.6067], [-25.2857, -13.7169, 0.7838], [-26.6979, -14.6652, 0.3192]],
  "mulliken_charge": [-1.194, 0.583, -0.330, 0.511, -0.593, 0.783, -0.164, -0.273, -0.284, 0.320, 0.430, 0.091, -0.367, 0.453, -0.295, -0.810, 0.143, 0.270, -0.570, 0.822, -0.249, -0.257, -0.158, 0.415, 0.312, -0.293, 0.473, 0.283, -1.229, 0.700, -0.048, 0.245, -0.598, 0.842, -0.152, -0.291, -0.288, 0.018, 0.453, 0.470, -0.013, -0.177, -0.381, -0.522, -0.267, -0.012, 0.049, 0.638, -0.267, -0.225, -0.133, 0.316, -0.336, 0.513, 0.376, 0.302, -1.298, -0.227, -0.162, 0.332, -0.628, 0.905, -0.155, -0.284, -0.123, 0.322, 0.353, 0.374, 0.196, 0.471, -1.299, 0.022, -0.158, -0.152, -0.659, 1.140, -0.056, -0.255, -0.132, 0.334, 0.300, 0.407, 0.183, 0.315, -0.230, 0.335, 0.211, 0.183, -0.607, 0.513, 0.098, -0.215, 0.050, 0.574, -0.395, -0.250, -0.593, 0.219, -0.577, 0.376, -0.420, 0.401, -0.540, 0.791, -0.245, -0.240, -0.252, 0.388, 0.437, -0.195, -0.321, 0.444, -0.542, -0.135, 0.095, 0.368, -0.633, 0.798, -0.159, -0.275, -0.281, 0.136, -0.143, 0.419, 0.304, 0.027, -0.964, -0.407, -0.327, 0.348, -0.264, 0.353, -0.903, -0.253, -0.862, 0.317, 0.360, 0.329, -0.013, 0.543, 0.069, -0.225, 0.367, -0.200, 0.107, 0.439, 0.383, 0.246, 0.319, 0.341, -0.508, -0.444, -0.955, 2.346, -0.392, -0.575, -0.887, 0.249, -1.043, 0.218, 0.110, 0.369, 0.343, 0.378, -1.374, -0.572, 0.336, -0.072, 0.593, 0.491, 0.327, 0.334, -0.125, 0.635, -0.715, -0.302, -0.598, -0.645, -0.067, -0.989, 0.328, -0.485, 0.000, 0.251, 0.272, 0.291, 0.428, 0.335, 0.307, 0.376, 0.203, 0.477, 0.219, -0.199, 0.204, 0.475, 0.280, -0.347],
  "total_charge": 0,
  "multiplicity": 1,
  "molar_mass_g_mol": 1678.257,
  "smiles": "CCOC(=O)C(F)(F)F.CCOC(=O)C(F)(F)F.CCOC(=O)C(F)(F)F.CCOC(=O)C(F)(F)F.CCOC(=O)C(F)(F)F.CCOC(=O)C(F)(F)F.CCOC(=O)C(F)(F)F.CCOC(=O)C(F)(F)F.CCOC(=O)C(F)(F)F.COCCNCCOC.COCCNCCOC.COCCNCCOC",
  "e_tot_ha": -6777.931109
}